No. 1
The following is a quantum chemistry calculation of a cluster of 7 separate species, C11H18Cl10N2O2 in total in a non-equilibrium geometry, from the OMol25 dataset.

The calculation puts the HOMO energy at -9.58 eV. For the energy relative to the best compared isomer or geometry (same formula, charge and spin), the calculation gives 1.6821 eV. The HOMO-LUMO gap comes out at 9.715 eV. The value obtained for the LUMO energy is 0.1 eV. The total charge is 0. Its structure (SMILES) is C[N+](=O)[O-].c1ccncc1.ClCCl.ClCCl.ClCCl.ClCCl.ClCCl.

Cartesian coordinates (Å):
Cl1 -6.3750 2.1209 1.1499
Cl2 6.1737 -6.2491 1.7035
C1 -6.1154 1.4847 -0.4938
Cl3 -7.5940 1.0410 -1.3216
Cl4 7.5331 2.0153 -0.3821
C2 0.6961 5.9553 0.9381
H1 -5.5620 2.2285 -1.0669
Cl5 5.8186 -0.0870 0.5516
C3 3.7236 -2.8965 -6.2746
H2 5.6176 -7.5804 -0.0767
N1 -1.4712 4.8261 0.5685
O1 -6.5822 -4.2006 3.0768
H3 0.3462 4.0591 -0.0126
C4 7.1497 0.3279 -0.5051
O2 -7.1866 -2.2361 3.6267
H4 1.0592 -1.3354 -1.1817
H5 0.5064 7.7785 1.9490
C5 -1.4863 6.9802 1.6237
C6 -0.0965 6.9786 1.5453
C7 4.9825 -6.9633 0.5589
H6 -5.5184 0.5920 -0.3073
Cl6 4.1895 -1.5428 -5.2976
Cl7 -1.1568 -2.0925 -0.5942
Cl8 4.0451 -5.6845 -0.2371
C8 -0.1280 4.9085 0.4564
H7 -4.8618 -3.8867 4.8809
H8 1.7759 5.9635 0.9157
H9 -3.1651 6.0491 0.8460
N2 -6.3646 -3.1416 3.6533
H10 -2.0245 7.7981 2.0795
C9 -5.2081 -2.9312 4.4870
H11 -5.6414 -2.3118 5.2722
Cl9 -0.3539 -0.2555 -2.6555
H12 -4.5805 -2.3617 3.8015
H13 0.3304 -2.4725 -2.4471
C10 0.1866 -1.6384 -1.7604
C11 -2.1140 5.9187 1.0572
H14 3.5083 -3.6761 -5.5439
H15 4.4972 -3.1734 -6.9908
H16 6.9695 0.0293 -1.5378
H17 7.9698 -0.2767 -0.1179
Cl10 2.1824 -2.4680 -7.0951
H18 4.3249 -7.5934 1.1579



No. 2
The following is a quantum chemistry calculation of a structure of composition C11H18ClF9N9O8RhS in a non-equilibrium geometry, from the OMol25 dataset.

The calculation puts the HOMO energy at -9.22 eV. For the energy relative to the best compared isomer or geometry (same formula, charge and spin), the calculation gives 0.6696 eV. The HOMO-LUMO gap comes out at 8.882 eV. The value obtained for the LUMO energy is -0.3 eV. The total charge is 0.

Cartesian coordinates (Å):
N1 -0.1408 0.7081 1.1359
C1 -4.2338 0.7522 0.0155
O1 -0.5897 -3.4087 1.8401
N2 1.5607 3.8220 -1.5118
C2 0.1719 -1.2070 3.9039
H1 0.7397 4.4043 -1.5473
C3 -0.2488 0.2438 2.1947
H2 4.6711 1.5505 0.1393
F1 -3.0522 4.0209 -1.3356
F2 -4.0934 2.4766 -2.4219
H3 -0.6298 2.5071 -1.5624
H4 1.3159 -2.8396 3.6883
F3 -3.7909 3.4446 1.5224
N3 1.5242 -0.3521 -0.7692
O2 -1.3500 -2.7657 -3.3066
N4 0.2140 1.9357 -1.4612
O3 -2.6739 -1.1514 -2.2092
F4 -3.6302 -0.2575 0.6445
H5 2.3744 4.2489 -1.1047
N5 -0.4355 -0.1432 3.4066
C4 3.9973 -1.5664 -0.9564
O4 -0.8130 -1.7647 0.0651
N6 2.4949 1.7653 -1.0305
F5 -4.7766 0.2814 -1.1014
H6 -1.2672 -4.1865 -0.9950
Rh1 -0.3854 0.2055 -0.7845
H7 -0.8280 -0.9475 5.6183
F6 -1.7202 3.3142 0.9303
N7 -0.0871 -1.4802 5.1953
H8 -0.0318 -5.1504 -0.1172
F7 -2.6319 1.7171 2.0631
F8 -5.2403 1.1813 0.8057
Cl1 -1.6599 -1.3782 -3.1747
H9 5.0324 -1.7595 -1.2295
C5 -3.2181 1.8947 -0.2773
O5 -0.3766 -0.7096 -2.6769
H10 5.6901 0.8359 -1.1351
O6 -1.9508 -0.7924 -4.4362
H11 0.4467 -4.0266 -1.4304
C6 1.3525 2.4920 -1.3141
H12 0.0975 -2.3959 5.5637
C7 4.9754 0.6209 -0.3375
F9 -5.0554 3.4394 -0.7543
O7 1.3776 -2.6055 0.6464
O8 -2.1272 1.4799 -0.9423
H13 3.7590 -2.0960 -0.0304
N8 3.8272 -0.1239 -0.8326
H14 1.6780 -1.3164 -0.4610
H15 0.9749 -2.0607 2.2341
S1 -0.0742 -2.9263 0.5828
C8 2.5691 0.3843 -0.8589
H16 5.4820 0.0311 0.4273
C9 -0.2492 -4.2096 -0.6163
H17 3.3547 -1.9451 -1.7502
H18 3.3598 2.2148 -1.2778
C10 -2.8500 2.5980 1.0805
N9 1.0603 -1.9691 3.2496
C11 -3.8891 2.9648 -1.2028



No. 3
The following is a quantum chemistry calculation of a structure of composition C11H18F4MnO11SV2 in a non-equilibrium geometry, from the OMol25 dataset.

As for the expectation value of S²: 20.147. The calculation puts the HOMO energy (alpha / beta) at -18.90 / -18.91 eV. The HOMO-LUMO gap (alpha / beta) comes out at 7.551 / 2.958 eV. As for the spin multiplicity: 9. The value obtained for the LUMO energy (alpha / beta) is -11.3 / -16.0 eV. The total charge is +3.

Cartesian coordinates (Å):
O1 0.6925 -0.4410 -3.9838
C1 2.2297 1.0094 -0.4071
C2 -0.9802 -1.3787 1.5861
H1 0.5662 -2.1353 4.2364
C3 3.3833 2.0190 1.2169
H2 0.7660 -3.9876 2.2258
H3 -3.6851 -3.9663 -0.8232
C4 0.5222 -2.0083 3.1547
H4 4.4452 2.2479 1.1269
H5 1.8962 -0.8886 0.6908
H6 4.1585 0.1746 2.0817
H7 -0.0535 0.0863 2.8883
C5 -3.9036 -3.2559 -1.6205
C6 -1.8593 4.5513 0.7615
O2 1.6724 0.9402 -1.4922
H8 -0.6687 -3.7170 2.9976
F1 -0.8083 5.2691 1.3743
F2 -2.8416 4.4589 1.6271
O3 -0.4225 2.2616 1.3375
V1 -3.0748 -0.0982 -0.6639
H9 1.0035 -0.7042 -6.0954
O4 -0.5662 -2.6765 1.2365
O5 -4.2989 -0.1001 0.3504
H10 2.0928 0.3199 -5.2844
O6 -0.6493 2.8266 -1.0533
H11 2.2470 -1.4320 -5.0895
O7 -2.3829 1.8359 0.0077
C7 2.6595 -0.1355 0.4953
O8 0.9155 2.7364 -3.2674
H12 -4.1931 -3.7974 -2.5211
H13 2.8750 2.6472 1.9484
H14 2.5573 0.5695 2.5768
H15 3.4126 -0.6119 -0.1324
F3 -1.0758 0.0032 -1.7753
V2 -0.0123 1.4936 -2.9347
S1 -1.2673 2.7135 0.2701
O9 2.7793 2.1114 0.0386
O10 -2.9349 -2.2138 -1.8844
C8 1.5364 -0.6076 -5.1494
O11 -1.7516 -0.6873 0.9356
C9 0.0289 -3.1934 2.3440
C10 3.2366 0.6354 1.7270
Mn1 -1.2149 -1.7172 -3.1806
H16 -4.7967 -2.7527 -1.2502
C11 -0.4842 -0.9114 2.9725
H17 1.5778 -1.7808 3.0057
H18 -1.2285 -0.9298 3.7686
F4 -2.1002 5.2176 -0.3740



No. 4
The following is a quantum chemistry calculation of a cluster of 2 separate species, C11H18N in total in a non-equilibrium geometry, from the OMol25 dataset.

The calculation puts the HOMO energy (alpha / beta) at -12.64 / -12.37 eV. For the energy relative to the best compared isomer or geometry (same formula, charge and spin), the calculation gives 5.3683 eV. The HOMO-LUMO gap (alpha / beta) comes out at 8.425 / 8.025 eV. The value obtained for the LUMO energy (alpha / beta) is -4.2 / -4.3 eV. The total charge is +1.

Cartesian coordinates (Å):
H1 2.6905 -0.0393 0.4775
H2 -1.7730 1.9201 -3.3155
C1 -0.1321 -0.2380 2.1475
C2 0.6298 1.9084 -0.2280
H3 -0.6521 -3.1654 1.7975
H4 -2.1824 -1.6305 1.3630
C3 0.1642 0.6693 -0.6953
C4 0.6475 -0.5518 -0.0288
H5 0.0787 -1.8010 -1.6710
H6 -1.0294 4.0588 -2.3641
C5 0.2430 3.0881 -0.8527
H7 2.6260 -0.9646 -0.9980
H8 1.1027 -2.5177 1.8914
H9 -0.9450 -0.2555 -2.2636
C6 0.1974 -2.5271 1.2632
C7 2.1218 -0.8542 0.0032
C8 -1.6262 -1.1188 0.5726
C9 -1.1061 1.8871 -2.4751
C10 -0.7187 0.6968 -1.8364
H10 2.4059 -1.6867 0.6320
H11 -0.2466 0.8058 1.7495
H12 0.4754 -2.8561 0.3021
H13 0.8155 -0.3000 2.5805
C11 -0.6658 3.0953 -1.9789
H14 -2.2100 -0.1279 0.2768
H15 1.4762 1.8122 0.3682
N1 -0.2173 -1.1364 0.9679
H16 0.4299 3.9863 -0.2770
H17 -0.9074 -0.4744 2.8861
H18 -1.6922 -1.6828 -0.2947



No. 5
The following is a quantum chemistry calculation of an isolated molecule of C11H18N4O3 in a non-equilibrium geometry, from the OMol25 dataset.

The calculation puts the HOMO energy at -9.12 eV. For the energy relative to the best compared isomer or geometry (same formula, charge and spin), the calculation gives 6.8295 eV. The HOMO-LUMO gap comes out at 9.656 eV. The value obtained for the LUMO energy is 0.5 eV. The total charge is 0. Its structure (SMILES) is CC(C)[C@H](N)C(=O)N[C@@H](Cc1c[nH]cn1)C(=O)O.

Cartesian coordinates (Å):
H1 2.1338 -3.3691 -4.0278
C1 0.7508 0.6384 0.8107
H2 1.6072 1.1520 1.1822
C2 -0.5490 3.7642 2.1761
C3 -2.7020 3.2591 2.9410
C4 0.2708 -0.7738 -1.3933
O1 -0.9642 -1.2004 -1.1911
C5 0.9674 -3.5470 -1.7603
O2 0.6198 -0.3263 3.0225
H3 -0.6540 -2.4924 -2.9299
C6 1.0425 -1.2533 -2.6232
N1 -2.3984 2.2948 2.1023
H4 0.1726 4.4213 1.7613
H5 -3.9091 3.3319 3.2381
H6 0.8881 -0.6296 -3.6195
C7 -0.3241 1.6746 0.4975
N2 -1.7136 4.1005 3.0100
H7 1.0320 -2.7913 -0.6953
C8 0.2405 -0.5208 1.8503
H8 0.0037 -4.4336 -1.7150
O3 -0.6251 -1.3646 1.3930
C9 1.1302 -3.2057 -4.2810
H9 3.1504 -1.3249 -3.2535
H10 -0.9568 -1.1602 0.5117
H11 0.9402 -4.2249 -4.7820
H12 0.1472 2.3383 -0.2308
C10 0.4296 -2.7051 -2.9697
H13 1.8663 0.2184 -1.0679
H14 -1.5863 4.7917 3.8399
C11 -1.0766 2.5922 1.5539
H15 2.0529 -4.2030 -1.9059
H16 -0.9129 1.1509 -0.3060
H17 2.9769 -2.3591 -2.0268
H18 1.1166 -2.4547 -5.0956
N3 2.6245 -1.2969 -2.3917
N4 1.0028 -0.0083 -0.6470



No. 6
The following is a quantum chemistry calculation of a cluster of 2 separate species, C11H18N4O5S in total in a non-equilibrium geometry, from the OMol25 dataset.

The calculation puts the HOMO energy at -8.49 eV. For the energy relative to the best compared isomer or geometry (same formula, charge and spin), the calculation gives 0.0000 eV. The HOMO-LUMO gap comes out at 8.880 eV. The value obtained for the LUMO energy is 0.4 eV. The total charge is 0. Its structure (SMILES) is Nc1cc(S(N)(=O)=O)ccc1O.CNC(=O)CNC(C)=O.

Cartesian coordinates (Å):
H1 -0.7833 1.0193 -1.4814
C1 2.7979 -3.0483 -1.5450
C2 -2.0287 1.5455 2.4156
N1 -4.6853 1.6514 -0.4553
O1 4.9286 -4.0507 -1.1235
N2 -1.7717 0.8306 1.3224
S1 1.3221 0.7623 -0.9833
C3 -2.8143 0.2621 0.4633
H2 0.9302 -2.0452 -1.8854
H3 -0.8032 0.7579 1.0326
H4 -0.2872 2.7742 2.4812
H5 -5.3309 1.3821 1.5318
H6 4.4289 -4.8202 -1.4374
H7 -4.9643 2.3364 -1.1408
C4 -0.8406 2.1180 3.1510
H8 0.0962 0.3442 -2.7109
C5 4.1084 -2.9506 -1.0719
C6 -5.6896 1.2119 0.5137
C7 1.9481 -1.9376 -1.5176
O2 0.9663 1.1865 0.3730
C8 -3.3984 1.2947 -0.5131
O3 -2.6840 1.7581 -1.3948
H9 6.4764 -2.4361 -0.2578
H10 -6.6100 1.7812 0.3735
N3 -0.0969 0.3027 -1.7210
H11 -1.1932 2.6814 4.0132
C9 3.7217 -0.6163 -0.5361
H12 6.3076 -0.7112 -0.0124
H13 -5.9058 0.1505 0.3791
O4 -3.1631 1.7424 2.8329
H14 4.0881 0.3262 -0.1380
H15 2.4269 -3.9887 -1.9372
N4 5.8765 -1.6308 -0.0735
H16 -3.6011 -0.1614 1.0854
C10 4.5738 -1.7277 -0.5566
H17 -0.1943 1.3061 3.4778
O5 1.8311 1.8542 -1.8098
H18 -2.3854 -0.5486 -0.1245
C11 2.4026 -0.7068 -1.0193